(1)
The ion C5H12N2 with charge -1 in a non-equilibrium geometry. Source: the Open Molecules 2025 dataset; level of theory: the ωB97M-V functional and the def2-TZVPD basis.

Last column: natural (NBO) charge in e.
Geometry (Å):
C -0.0308 0.1340 1.7467  -0.51
C 0.1696 -0.9205 -1.3349  -0.24
N -1.4296 0.5253 -0.1644  -0.67
H 0.1131 -0.9317 1.9045  0.18
H 0.1930 1.1742 -1.4055  0.18
H 0.2001 0.7022 2.6567  0.19
H 1.0132 1.6990 0.6998  0.18
H 1.5704 -1.9394 -2.3587  0.33
H -0.7230 -1.1187 -1.9318  0.18
C -0.0576 0.4407 -0.6427  -0.19
C 0.8276 0.6312 0.5940  -0.70
H -1.9052 1.3487 -0.5200  0.34
C -1.4659 0.4418 1.2882  -0.39
N 1.3723 -0.9586 -2.1779  -0.85
H 0.1491 -1.7101 -0.5579  0.14
H -1.7859 1.3903 1.7287  0.15
H 1.7679 0.0855 0.4600  0.18
H -2.1461 -0.3444 1.6321  0.16
H 2.1676 -0.6496 -1.6169  0.34

Summary:
⟨S²⟩ = 0.75
frontier orbital gap (alpha / beta) = 2.6 / 8.9 eV
F_max = 1.01 eV/A
HOMO (alpha / beta) = 1.48 / -4.85 eV
lowest unoccupied orbital energy (alpha / beta) = 4.12 / 4.02 eV
spin multiplicity = 2
net charge = -1


(2)
A structure of composition C28H19AuN4O4. Source: the Open Molecules 2025 dataset; level of theory: the ωB97M-V functional and the def2-TZVPD basis.

Last column: natural (NBO) charge in e.
Geometry (Å):
H 0.0724 2.1183 -7.1389  0.22
C 2.3899 -3.3324 3.4557  -0.17
C 1.5642 -2.1892 3.4769  -0.25
C -2.8947 2.9700 2.3508  -0.09
C 3.3901 -3.4079 -0.1076  -0.10
C 0.2006 1.2262 -3.9096  -0.06
H 2.5467 -3.8710 4.3816  0.22
C 2.3839 -1.5029 -1.1272  0.11
C 2.9825 -3.7783 2.3136  -0.22
C 0.0938 0.2226 -2.7975  0.66
N 0.4948 -0.3722 2.1578  -0.58
H -2.7965 -3.6169 -0.4211  0.21
C 1.9807 -1.9040 1.1371  0.24
C 0.0190 1.0732 -5.2666  -0.20
H -3.0391 2.3648 5.0144  0.22
H 1.0628 4.5025 -3.7014  0.23
C -2.9365 -2.6878 -0.9720  -0.73
C 0.6924 2.2424 -1.8778  0.66
Au 0.3540 0.2039 0.2700  1.49
H 2.2075 -0.8598 -1.9766  0.23
H -3.6235 3.5755 2.8760  0.22
C 3.1920 -2.6400 -1.2177  -0.25
H 0.7221 4.2748 -6.1611  0.22
H 4.0041 -4.2989 -0.1556  0.22
C 0.5804 3.4194 -5.5131  -0.20
C -2.3060 1.7921 4.4601  -0.23
C -2.7145 3.1062 1.0060  -0.26
C -1.5436 0.8396 5.0640  -0.17
N 0.3683 0.9153 -1.6152  -0.74
H -3.9846 -2.3946 -0.9908  0.21
C -1.7785 2.2960 0.3538  0.16
H 3.6421 -2.8917 -2.1674  0.23
C -2.0730 -1.5787 -0.3787  0.79
H 3.5839 -4.6787 2.3018  0.22
O -0.9995 -1.9416 0.2047  -0.86
N -1.0455 1.4388 1.0128  -0.45
H -2.5938 -2.8341 -2.0003  0.22
N 1.8112 -1.1567 -0.0024  -0.46
O -0.1053 -0.9588 -2.9065  -0.55
C -1.1988 1.2619 2.3648  0.23
O -2.4375 -0.3905 -0.5290  -0.80
C 1.3107 -1.4701 2.3283  0.17
C -2.1465 2.0182 3.0750  -0.09
H 1.1293 -1.9018 4.4156  0.21
C -0.3896 0.2680 3.0037  0.16
H -0.2662 0.1154 -5.6831  0.23
C 0.2119 2.1969 -6.0681  -0.19
H -3.2879 3.8168 0.4279  0.23
C 0.5713 2.4390 -3.3578  -0.15
H -1.6509 2.3157 -0.7177  0.23
O 0.9821 3.0725 -1.0445  -0.58
C 0.7693 3.5567 -4.1396  -0.17
C -0.5953 0.0746 4.3530  -0.25
H -0.0365 -0.6636 4.8967  0.21
C 2.7936 -3.0507 1.1186  -0.09
H -1.6637 0.6557 6.1242  0.22

Summary:
frontier orbital gap = 6.9 eV
F_max = 0.51 eV/A
HOMO = -7.42 eV
lowest unoccupied orbital energy = -0.56 eV
net charge = 0


(3)
The molecule C2H2N4OS in a non-equilibrium geometry. Source: the Open Molecules 2025 dataset; level of theory: the ωB97M-V functional and the def2-TZVPD basis.

Last column: natural (NBO) charge in e.
Geometry (Å):
N -0.2033 -0.2949 1.6147  -0.74
N -0.4206 0.0426 -2.3859  0.13
N -1.2742 -0.5061 -1.7089  0.01
C 0.8939 0.5285 -0.3746  0.13
C -0.2527 -0.1736 0.2901  0.37
O 0.7607 0.6075 -1.6827  -0.37
N -1.2790 -0.6641 -0.3650  -0.36
S 2.1690 1.1473 0.4119  -0.03
H 0.5893 0.0682 2.0946  0.43
H -0.9831 -0.7554 2.1058  0.42

Summary:
frontier orbital gap = 8.6 eV
F_max = 1.41 eV/A
HOMO = -9.65 eV
lowest unoccupied orbital energy = -1.05 eV
net charge = 0


(4)
A cluster of 2 separate species, C5H12O2 in total in a non-equilibrium geometry. Source: the Open Molecules 2025 dataset; level of theory: the ωB97M-V functional and the def2-TZVPD basis.

Last column: natural (NBO) charge in e.
Geometry (Å):
H -0.8834 -2.7902 1.5764  0.23
C -1.1686 -2.1400 -0.5386  -0.49
H 1.1037 -0.8890 -1.4277  0.24
C -0.7062 -3.1115 0.5787  -0.61
C -0.8134 -0.6735 -0.3559  0.14
H -0.4964 5.3983 2.6724  0.49
H 0.3909 1.8344 -0.3714  0.23
C 0.4199 -0.2928 -0.7925  0.11
H 1.0146 4.8020 2.4365  0.48
H -1.2628 0.0092 0.3674  0.24
H 2.0913 1.1780 -0.2871  0.27
H -1.2512 -4.0773 0.3060  0.26
O 0.0650 4.6651 2.4353  -0.98
C 1.0665 1.0349 -0.7375  -0.19
O 1.2289 1.2606 -2.1546  -0.66
H -2.2070 -2.2156 -0.7052  0.26
H -0.9023 -2.4212 -1.5156  0.25
H 1.9051 1.9315 -2.1505  0.49
H 0.4054 -3.5030 0.6639  0.24

Summary:
⟨S²⟩ = 0.75
frontier orbital gap (alpha / beta) = 9.3 / 5.1 eV
F_max = 3.92 eV/A
HOMO (alpha / beta) = -13.99 / -13.99 eV
lowest unoccupied orbital energy (alpha / beta) = -4.74 / -8.85 eV
spin multiplicity = 2
net charge = +1


(5)
A structure of composition C3H6NO2S in a non-equilibrium geometry. Source: the Open Molecules 2025 dataset; level of theory: the ωB97M-V functional and the def2-TZVPD basis.

Last column: natural (NBO) charge in e.
Geometry (Å):
O 0.6586 1.9597 -0.7931  -0.71
H 1.0257 0.7316 1.7209  0.17
N 0.2611 -0.1680 -0.2315  -0.56
H -0.7460 -1.9123 0.3980  0.16
H 0.5690 -2.1218 -0.8188  0.17
C -0.1891 -1.5072 -0.5524  -0.40
C 0.0497 0.3754 1.6052  -0.34
O 0.0619 0.5267 -2.3362  -0.71
H 0.2961 2.0559 0.0207  0.49
C 0.3079 0.7629 -1.1918  0.85
H -0.0197 -0.6478 1.8842  0.17
S -1.3192 1.3866 1.6132  -0.48
H -0.9557 -1.4418 -1.3182  0.20

Summary:
frontier orbital gap = 7.5 eV
F_max = 5.20 eV/A
HOMO = -3.59 eV
lowest unoccupied orbital energy = 3.89 eV
net charge = -1


(6)
The molecule C6H9NO in a non-equilibrium geometry. Source: the Open Molecules 2025 dataset; level of theory: the ωB97M-V functional and the def2-TZVPD basis.

Last column: natural (NBO) charge in e.
Geometry (Å):
H -4.0922 -0.8984 0.9725  0.15
C 3.0547 -0.4017 -0.9737  0.44
C 1.8729 -0.4704 0.0720  -0.51
H -3.1015 0.0711 1.9135  0.16
H -1.7208 1.0389 -1.5813  0.21
C -3.3020 -0.3074 0.9329  -0.05
H 3.1000 0.3874 -1.8237  0.12
H 0.7655 0.7663 -1.1432  0.20
H 2.2107 -0.5663 1.1849  0.23
C 0.8322 0.6741 -0.1028  -0.44
H 1.0385 1.6450 0.4250  0.22
C -0.6773 0.3583 0.2827  -0.18
H -0.8114 -0.1027 1.3424  0.19
O 3.9309 -1.1229 -0.6494  -0.51
H 1.4570 -1.4469 -0.0233  0.23
C -1.6969 0.5063 -0.5480  -0.08
N -2.8601 -0.1305 -0.2804  -0.39

Summary:
frontier orbital gap = 9.4 eV
F_max = 4.66 eV/A
HOMO = -8.86 eV
lowest unoccupied orbital energy = 0.51 eV
net charge = 0